# 1
The following is a quantum chemistry calculation of an isolated ion of composition C4H6ClN2O and charge +1 at a distorted geometry, from OMol25.

Atoms and positions in Å:
C (1.03005, -1.24092, 0.04917)
C (2.00672, -0.39378, 0.00486)
C (-0.79319, 0.53656, 0.00386)
C (-0.26800, -0.75647, 0.56799)
N (0.10847, 1.54358, -0.02668)
N (-1.95421, 0.45761, -0.70320)
O (1.24554, 1.29483, 0.62894)
Cl (3.56507, -0.26103, -0.33839)
H (1.13493, -2.37412, -0.04493)
H (-0.98376, -1.59068, 0.36424)
H (-0.19512, -0.65643, 1.70108)
H (0.04198, 2.54885, -0.23860)
H (-2.74338, -0.22867, -0.58556)
H (-2.19511, 1.12067, -1.38278)

The value obtained for the LUMO energy is -0.1571 hartree. The HOMO-LUMO gap is 9.53 eV. The energy comes out at -21784.45145 eV. For the max |F|, the calculation gives 0.066 hartree/bohr. Its HOMO energy is -13.802 eV. Its net charge is +1. Its energy above the lowest of the compared OMol25 structures with the same formula, charge and spin is 3.897 eV.

=====

# 2
The following is a quantum chemistry calculation of one molecule with the formula C4H6ClNO at a distorted geometry, from OMol25.

Atoms and positions in Å:
C (-0.30460, 1.44686, -1.30484)
N (-0.16889, 0.79503, -0.00240)
O (-1.24635, -0.17028, 0.20098)
C (-0.71221, -1.27247, 1.01246)
C (0.76625, -1.11481, 0.85783)
C (0.97884, 0.04276, 0.23112)
Cl (2.53487, 0.55430, -0.33441)
H (-1.39343, 1.39610, -1.37052)
H (0.06640, 2.40055, -1.03184)
H (0.23169, 1.02778, -2.29952)
H (-1.20434, -2.13587, 0.48159)
H (-0.96191, -1.22072, 2.08972)
H (1.41367, -1.74923, 1.46983)

The value obtained for the LUMO energy is 0.0344 hartree. The HOMO-LUMO gap is 9.11 eV. The energy comes out at -20301.88523 eV. For the max |F|, the calculation gives 0.055 hartree/bohr. Its HOMO energy is -8.170 eV. Its net charge is 0. Its energy above the lowest of the compared OMol25 structures with the same formula, charge and spin is 3.993 eV.